# 1
Entry from the Open Molecules 2025 dataset: a molecular structure, C27H21Br2F3N8SSe4Ta (ωB97M-V with the def2-TZVPD basis set).

Properties
ΔE to the lowest compared entry with this formula, charge and spin: 0.000 eV
Kohn-Sham gap (spin up / spin down): 5.1 / 5.1 eV
E_tot: -16988.07570 hartree
highest occupied orbital energy (spin up / spin down): -9.2 / -9.2 eV

The geometry in ORCA input format:
```
! wB97M-V def2-TZVPD RIJCOSX def2/J DEFGRID3
* xyz 1 1
Ta 1.074 0.467 -0.199
Br 7.437 2.062 -2.485
C 5.735 1.639 -1.833
C 5.037 2.539 -1.046
C 3.790 2.174 -0.585
N 3.218 0.994 -0.869
C 3.896 0.135 -1.651
C 5.161 0.417 -2.137
C 3.211 -1.145 -1.931
C 3.768 -2.149 -2.708
C 3.062 -3.323 -2.894
Br 3.780 -4.692 -3.944
C 1.820 -3.479 -2.294
C 1.332 -2.432 -1.546
N 2.001 -1.284 -1.369
H 5.447 3.505 -0.791
H 3.214 2.842 0.038
H 5.698 -0.288 -2.751
H 4.735 -2.027 -3.171
H 1.244 -4.385 -2.413
H 0.364 -2.507 -1.069
Se 0.265 2.834 -0.022
Se -1.838 2.998 -1.351
Se -0.590 2.737 -3.263
Se 0.564 0.761 -2.738
F 2.913 -3.490 5.498
C 2.818 -4.098 4.309
F 1.946 -5.104 4.426
F 4.016 -4.616 4.017
C 2.385 -3.108 3.252
C 3.294 -2.178 2.772
C 2.865 -1.259 1.838
N 1.607 -1.227 1.374
C 0.744 -2.138 1.835
C 1.089 -3.094 2.774
H 4.317 -2.160 3.122
H 3.536 -0.503 1.453
H -0.262 -2.090 1.443
H 0.354 -3.805 3.123
S 1.473 1.694 1.703
C -1.702 0.732 2.243
C -1.955 0.053 0.952
N -1.048 -0.299 0.035
C -1.752 -0.893 -1.009
C -3.066 -0.884 -0.719
N -3.185 -0.288 0.519
C -4.458 0.069 1.140
N -4.745 1.459 1.007
N -4.424 2.302 2.031
N -4.613 3.503 1.664
C -5.056 3.500 0.353
C -5.376 4.563 -0.495
C -5.768 4.245 -1.773
C -5.849 2.904 -2.206
C -5.540 1.848 -1.379
C -5.138 2.182 -0.084
H -0.778 0.372 2.688
H -2.526 0.585 2.936
H -1.597 1.809 2.086
H -1.272 -1.205 -1.917
H -3.919 -1.226 -1.277
H -4.441 -0.165 2.202
H -5.228 -0.529 0.656
H -5.306 5.586 -0.151
H -6.019 5.033 -2.469
H -6.161 2.703 -3.222
H -5.599 0.826 -1.728
*
```


# 2
Entry from the Open Molecules 2025 dataset: a molecular structure, C29H17AsF5N3PdSSe (ωB97M-V with the def2-TZVPD basis set).

Properties
ΔE to the lowest compared entry with this formula, charge and spin: 0.117 eV
Kohn-Sham gap (spin up / spin down): 5.8 / 6.2 eV
E_tot: -6942.07660 hartree
highest occupied orbital energy (spin up / spin down): -7.2 / -7.7 eV

The geometry in ORCA input format:
```
! wB97M-V def2-TZVPD RIJCOSX def2/J DEFGRID3
* xyz 0 3
Pd -1.203 -0.065 0.236
S -0.909 0.012 2.569
C 0.744 -0.473 2.937
C 1.090 -0.601 4.290
C 2.372 -0.951 4.669
C 3.349 -1.192 3.709
C 3.025 -1.071 2.370
C 1.737 -0.703 1.980
As 1.250 -0.602 0.118
C 2.975 -0.827 -0.761
C 3.829 0.236 -1.029
C 5.057 0.000 -1.635
C 5.433 -1.292 -1.976
C 4.579 -2.355 -1.713
C 3.350 -2.121 -1.111
C 1.083 1.348 -0.152
C 1.411 2.298 0.812
C 1.297 3.652 0.525
C 0.865 4.071 -0.729
C 0.542 3.130 -1.698
C 0.646 1.776 -1.406
H 0.326 -0.431 5.039
H 2.609 -1.048 5.721
H 4.352 -1.474 4.002
H 3.781 -1.257 1.618
H 3.550 1.247 -0.764
H 5.721 0.829 -1.840
H 6.389 -1.471 -2.450
H 4.867 -3.363 -1.981
H 2.683 -2.952 -0.913
H 1.742 1.976 1.792
H 1.549 4.382 1.283
H 0.788 5.128 -0.951
H 0.207 3.446 -2.678
H 0.395 1.046 -2.169
F -0.857 -3.240 0.913
C -1.733 -3.061 -0.101
C -1.937 -1.824 -0.675
C -2.854 -1.784 -1.695
F -3.138 -0.598 -2.307
C -3.557 -2.884 -2.145
F -4.451 -2.786 -3.141
C -3.332 -4.106 -1.544
F -3.990 -5.193 -1.961
C -2.411 -4.198 -0.516
F -2.190 -5.386 0.060
Se -6.304 -0.415 -0.240
N -6.356 1.216 -0.915
C -5.180 1.750 -0.643
C -4.784 3.082 -0.989
C -3.549 3.479 -0.625
C -2.670 2.567 0.054
N -2.964 1.342 0.375
C -4.243 0.910 0.060
N -4.661 -0.293 0.379
H -5.467 3.727 -1.525
H -3.185 4.470 -0.859
H -1.669 2.895 0.325
*
```


# 3
Entry from the Open Molecules 2025 dataset: a single C11H11NO2 molecule at a distorted geometry (ωB97M-V with the def2-TZVPD basis set).

Properties
ΔE to the lowest compared entry with this formula, charge and spin: 3.744 eV
Kohn-Sham gap: 8.9 eV
structure (SMILES): CO[C@]1(c2ccccc2)CC=NC1=O
E_tot: -630.91309 hartree
highest occupied orbital energy: -8.7 eV

The geometry in ORCA input format:
```
! wB97M-V def2-TZVPD RIJCOSX def2/J DEFGRID3
* xyz 0 1
C -3.419 0.339 0.172
C -2.878 -0.965 0.308
C -2.582 1.420 -0.144
C -1.478 -1.064 0.340
C -1.241 1.242 -0.094
C -0.642 0.003 0.066
C 2.246 1.469 -1.207
C 1.629 0.809 0.840
C 1.205 0.470 -1.601
C 0.811 -0.177 -0.247
C 2.046 -1.917 1.022
N 2.363 1.704 0.029
O 1.559 0.731 2.026
O 1.346 -1.487 -0.163
H -4.557 0.463 0.240
H -3.574 -1.833 0.354
H -3.092 2.417 -0.056
H -1.030 -2.044 0.409
H -0.574 2.131 -0.229
H 3.010 2.008 -1.742
H 0.538 1.001 -2.148
H 1.791 -0.361 -2.130
H 2.154 -2.986 0.846
H 1.422 -1.995 2.020
H 2.946 -1.378 1.087
*
```


# 4
Entry from the Open Molecules 2025 dataset: a molecular structure, H14NaO7 (ωB97M-V with the def2-TZVPD basis set).

Properties
ΔE to the lowest compared entry with this formula, charge and spin: 0.698 eV
Kohn-Sham gap: 11.5 eV
E_tot: -697.23806 hartree
highest occupied orbital energy: -14.8 eV

The geometry in ORCA input format:
```
! wB97M-V def2-TZVPD RIJCOSX def2/J DEFGRID3
* xyz 1 1
Na -0.289 0.030 -0.485
O 0.346 -1.358 2.321
H 0.894 -1.824 2.953
H 0.952 -0.781 1.857
O 1.430 -1.290 -1.498
H 2.134 -1.337 -2.144
H 1.571 -2.052 -0.935
O -2.388 -1.375 -0.105
H -2.058 -1.959 0.577
H -3.191 -1.795 -0.414
O 2.197 0.478 1.107
H 2.779 1.045 0.600
H 1.780 1.066 1.737
O -0.447 1.340 1.418
H -0.025 2.166 1.652
H -0.944 1.095 2.198
O 0.729 1.774 -1.663
H 1.428 2.366 -1.384
H 1.087 1.324 -2.428
O -2.525 0.724 -1.744
H -2.926 0.165 -1.079
H -2.536 0.195 -2.542
*
```